Entry 1:
The following is a quantum chemistry calculation of an isolated ion of composition C3H7N2 and charge +1 at a distorted geometry, from the OMol25 dataset.

CARTESIAN COORDINATES (ANGSTROEM)
N: -2.021 0.161 -0.322
N: 1.378 -0.425 -0.340
C: -1.265 -0.832 -0.092
C: 0.000 -0.196 0.323
C: -0.635 1.197 0.214
H: -0.892 1.714 1.078
H: 1.747 0.578 -0.538
H: 1.351 -0.953 -1.202
H: 0.155 -0.510 1.284
H: 2.123 -0.835 0.267
H: -0.364 1.901 -0.686
H: -1.576 -1.802 0.014

SMILES   [NH3+][C@@H]1C=NC1
Total charge   +1
F_max   0.1129 hartree/bohr
HOMO level   -14.24 eV
Lowest unoccupied orbital energy   -4.3 eV

***

Entry 2:
The following is a quantum chemistry calculation of an isolated ion of composition C3H7N2 and charge +1 at a distorted geometry, from the OMol25 dataset.

CARTESIAN COORDINATES (ANGSTROEM)
N: 0.086 0.011 0.406
N: -0.327 -0.461 -2.034
C: 0.974 -0.472 1.390
C: -0.952 1.198 0.333
C: -0.289 -0.029 -0.823
H: 0.540 -1.256 2.078
H: -0.394 2.089 0.237
H: 1.871 -1.077 0.969
H: 0.258 -1.289 -2.408
H: -2.003 1.109 0.566
H: -1.109 -0.223 -2.589
H: 1.345 0.400 1.876

SMILES   CN1CC1=[NH2+]
Total charge   +1
F_max   0.1219 hartree/bohr
HOMO level   -15.41 eV
Lowest unoccupied orbital energy   -3.5 eV

***

Entry 3:
The following is a quantum chemistry calculation of an isolated ion of composition C3H7N2 and charge +1 at a distorted geometry, from the OMol25 dataset.

CARTESIAN COORDINATES (ANGSTROEM)
N: -1.367 -0.530 0.389
N: -0.316 0.020 0.705
C: -2.197 0.103 -0.628
C: 2.010 -0.134 0.081
C: 0.975 0.320 0.926
H: 1.085 0.827 1.868
H: -2.408 -0.843 -1.116
H: 3.013 0.333 0.076
H: -1.629 0.734 -1.303
H: 1.744 -0.245 -1.045
H: 2.262 -1.141 0.394
H: -3.172 0.557 -0.347

SMILES   CC=[N+]=NC
Total charge   +1
F_max   0.1133 hartree/bohr
HOMO level   -15.65 eV
Lowest unoccupied orbital energy   -5.7 eV

***

Entry 4:
The following is a quantum chemistry calculation of an isolated ion of composition C3H7N2O and charge +1 at a distorted geometry, from the OMol25 dataset.

CARTESIAN COORDINATES (ANGSTROEM)
O: 1.890 0.652 0.162
N: -0.246 -1.390 -0.283
N: 0.551 0.834 -0.022
C: 2.472 -0.422 -0.007
C: -1.926 0.503 0.150
C: -0.578 -0.178 -0.120
H: -2.261 0.745 1.095
H: 0.277 1.863 0.053
H: -1.058 -2.002 -0.144
H: -1.737 1.334 -0.410
H: -2.720 -0.212 -0.298
H: 3.577 -0.411 0.076
H: 1.760 -1.317 -0.252

Total charge   +1
F_max   0.0971 hartree/bohr
HOMO level   -15.11 eV
Lowest unoccupied orbital energy   -5.6 eV